1) Density functional theory data (ωB97M-V with the def2-TZVPD basis set) for a cluster of 14 separate species, C28H84O28 in total.

Geometry as ORCA input:
```
! wB97M-V def2-TZVPD RIJCOSX def2/J DEFGRID3
* xyz 0 1
O 0.730 5.144 3.495
O -1.812 3.934 2.738
O 1.045 -2.897 4.708
O 5.351 0.439 -0.429
O -1.054 -4.676 4.027
O -3.906 -2.776 5.257
O -0.348 0.842 -0.901
O -0.519 -5.086 -7.038
O 5.103 -0.085 3.446
O -0.135 4.811 -2.231
O 3.996 2.988 0.253
O -2.126 -1.819 -1.033
O -2.057 0.401 6.124
O 0.031 5.045 -5.064
O -6.781 -2.306 2.313
O -3.818 6.748 -1.108
O 1.995 -0.163 -2.020
O -7.464 -3.951 0.250
O 2.691 0.577 2.336
O 4.882 1.492 -4.597
O -0.287 -0.045 -3.887
O 8.890 -0.444 -0.232
O -0.261 -4.941 -3.966
O -1.105 -8.153 -2.271
O 1.038 2.298 0.856
O -5.060 4.115 -0.202
O 4.302 4.831 -4.134
O -0.233 -6.045 -0.156
C -1.446 -6.786 -0.236
C -2.637 -0.488 -0.660
C -1.269 -4.196 -4.702
C -3.124 5.476 -1.036
C -1.650 -5.009 -6.098
C 0.291 3.847 -3.131
C -1.406 0.362 -0.022
C -8.188 -2.640 2.169
C -0.470 5.419 4.188
C 2.772 3.361 -0.368
C -2.972 -0.526 5.522
C -3.735 4.402 -0.173
C -0.793 -3.539 3.229
C 1.068 -0.306 -4.110
C 2.822 -0.738 2.831
C -1.637 5.275 3.169
C 7.802 0.294 -0.598
C 6.519 -0.211 -0.036
C -3.241 -1.990 6.221
C 1.006 4.546 -4.260
C -8.242 -4.074 1.525
C 4.552 3.641 -3.305
C 5.526 2.593 -3.995
C 1.721 3.551 0.712
C -1.389 -8.171 -0.832
C 4.266 -1.134 2.753
C 1.671 -1.145 -2.978
C -0.117 -2.453 4.148
H -3.697 4.823 0.831
H 1.545 5.325 -3.719
H -1.628 5.992 2.348
H -3.110 3.512 -0.097
H -0.969 -0.296 0.729
H -1.848 -6.630 0.765
H 1.239 0.035 -1.462
H 9.633 0.127 -0.440
H -0.039 5.659 -2.669
H 0.969 4.323 0.552
H 6.438 -1.293 -0.137
H -3.429 -0.801 0.020
H -2.199 -4.327 -4.150
H -2.409 -4.397 -6.585
H -6.617 -3.557 0.472
H -0.655 -8.749 -0.270
H -5.166 3.341 0.356
H -2.911 -0.069 -1.628
H -8.674 -1.833 1.621
H 3.594 3.149 -3.137
H 0.973 -1.892 -2.601
H 2.117 -1.357 2.276
H 6.509 0.099 1.009
H -1.737 -3.090 2.919
H -2.909 5.118 -2.043
H 6.038 3.020 -4.858
H -0.588 -7.411 -2.593
H -0.152 -5.389 -0.853
H -1.186 0.005 6.206
H 4.107 5.574 -3.558
H -7.706 -4.782 2.156
H -1.812 1.193 0.556
H -4.851 -2.626 5.176
H 4.640 -0.204 -0.485
H 0.917 3.283 -2.439
H 0.518 5.411 -5.806
H 2.519 -1.612 -3.479
H -2.533 5.352 3.784
H -1.046 -3.139 -4.847
H 1.399 5.018 4.172
H -4.613 6.491 -1.580
H 7.813 0.244 -1.686
H -2.067 -6.297 -0.986
H 4.294 2.079 0.180
H -1.765 -4.330 4.571
H -1.176 -1.703 -1.102
H -3.855 -1.774 7.096
H -2.084 -5.988 -5.894
H -3.958 -0.135 5.272
H 1.131 -0.710 -5.120
H -0.622 3.343 -3.446
H 8.071 1.270 -0.193
H -0.744 4.834 5.067
H 2.934 4.277 -0.937
H 1.617 0.626 -4.244
H 6.136 2.165 -3.200
H 0.140 1.532 -0.445
H -0.395 6.477 4.439
H 5.572 0.828 -4.672
H -2.342 -8.653 -0.616
H 5.061 -0.168 4.401
H 1.879 4.035 -4.666
H 4.357 -2.113 3.224
H -2.472 -0.774 4.586
H -8.609 -2.643 3.175
H 2.430 2.608 -1.077
H 2.102 3.794 1.704
H 0.143 -1.546 3.601
H -0.809 -5.720 -7.698
H 0.282 -5.390 -4.618
H 4.402 -1.300 1.684
H 3.222 0.950 3.043
H -0.151 -3.726 2.368
H -2.094 5.651 -0.725
H -0.928 3.566 2.793
H 1.248 -2.200 5.335
H 4.860 3.824 -2.276
H -9.278 -4.213 1.215
H -6.610 -2.486 3.241
H -0.687 -2.225 5.048
H 2.415 -0.853 3.835
H -2.303 -2.498 6.449
H -0.217 0.535 -3.126
H 1.598 1.775 1.434
*
```

The orbital gap comes out at 9.0 eV. Its LUMO energy is -0.297 eV.

Here are the Mulliken charges for atoms 1 to 2, given in e: -0.395, -0.344

2) Density functional theory data (ωB97M-V with the def2-TZVPD basis set) for a cluster of 14 separate species, C28H84O28 in total.

Geometry as ORCA input:
```
! wB97M-V def2-TZVPD RIJCOSX def2/J DEFGRID3
* xyz 0 1
O -5.494 -0.380 0.296
O 1.615 3.527 -5.637
O -2.768 0.106 -0.396
O 3.927 -1.138 -3.533
O -0.168 5.192 -0.073
O -3.575 -6.364 -0.578
O 0.998 -1.643 -3.655
O -2.105 1.904 -2.765
O -1.144 -1.708 -5.459
O -2.655 5.166 1.423
O -0.689 0.371 1.436
O -4.858 2.255 -1.961
O -4.369 -0.049 3.092
O 3.068 1.068 -5.079
O 0.940 1.113 3.928
O 0.594 2.836 -2.982
O 0.289 -3.065 4.844
O 3.905 0.832 0.698
O -2.099 -1.104 4.319
O 3.674 -3.827 0.995
O 4.180 -2.664 3.576
O 6.373 -0.220 -0.084
O 1.254 3.914 4.677
O 4.668 -1.872 6.331
O 1.352 1.598 -0.292
O -5.816 2.178 1.615
O -1.101 -3.897 0.147
O 2.983 -6.429 0.309
C 3.660 1.257 -3.809
C -3.269 -1.234 -0.298
C -1.046 4.070 0.019
C 2.343 -4.091 0.708
C 0.526 4.134 -3.533
C -1.688 -5.203 0.196
C 0.434 -0.326 0.871
C -5.105 2.306 2.829
C -3.960 1.318 2.928
C 0.696 0.337 -0.441
C 2.189 -5.324 -0.168
C -4.757 -1.095 -0.632
C 1.797 2.067 3.267
C 0.317 -0.418 -4.051
C 1.177 3.442 3.349
C 3.443 -1.625 5.651
C 3.637 -1.497 4.160
C 5.331 -1.067 0.418
C -2.467 4.570 0.154
C 3.995 -0.442 0.097
C -2.953 -5.104 -0.635
C -1.682 -2.309 3.654
C -0.146 -2.456 3.655
C -2.917 3.006 -3.141
C 4.639 0.078 -3.621
C -1.124 -0.796 -4.374
C -4.333 2.597 -3.251
C 0.382 3.988 -5.018
H -3.032 -1.556 0.710
H 2.623 -4.987 -1.146
H 0.151 3.370 2.988
H -2.719 3.807 -2.435
H -2.571 3.325 -4.130
H 0.375 -1.486 3.517
H 1.383 4.690 -3.166
H 1.550 3.745 -6.573
H 2.808 2.086 3.699
H 2.858 1.158 -3.077
H 2.023 -3.147 0.248
H 1.936 -1.340 -3.694
H 0.213 -1.380 0.683
H -2.080 -2.213 2.650
H -1.651 0.075 -4.754
H -2.694 5.270 -0.646
H 3.732 -6.599 -0.266
H 0.876 1.403 4.849
H 6.174 0.671 0.237
H -2.906 -0.763 3.895
H -3.369 1.362 1.998
H 1.695 4.134 2.686
H -5.758 2.173 3.691
H 5.249 0.080 -4.542
H 2.971 -0.696 5.968
H -4.945 3.380 -3.681
H 5.435 -2.030 -0.093
H -1.016 -6.022 -0.111
H -1.941 5.794 1.567
H 1.183 -5.712 -0.306
H 1.258 -0.275 1.589
H -0.459 -2.367 -5.319
H -2.569 1.461 -1.997
H -3.006 -6.937 -1.103
H -1.944 -5.294 1.264
H -5.233 -2.078 -0.666
H -5.827 2.241 -1.914
H 3.076 1.258 0.401
H -4.887 -0.279 2.309
H -0.721 3.469 0.852
H -3.595 -4.426 -0.068
H 1.763 -4.238 1.630
H 4.172 -4.596 1.317
H 1.252 -0.358 -1.115
H -3.299 1.613 3.751
H 5.365 -1.406 5.865
H -0.305 4.746 -3.142
H -1.614 -1.197 -3.485
H 5.427 -1.291 1.483
H -5.232 0.567 0.283
H 0.338 0.320 -3.254
H -4.844 -0.648 -1.637
H -2.808 -1.852 -1.064
H 4.404 -1.902 -3.874
H 1.303 2.210 -1.042
H -3.179 3.751 0.109
H -0.097 -3.956 4.821
H -2.821 -4.794 -1.678
H 2.496 1.782 -5.400
H -4.729 3.328 2.989
H -0.284 2.462 -2.807
H 0.667 4.994 0.334
H -0.489 3.344 -5.223
H 3.944 -2.730 2.638
H -2.075 -3.223 4.104
H 0.810 0.048 -4.891
H 2.775 -2.447 5.908
H 0.144 -3.056 2.784
H 0.197 4.926 -5.559
H 1.896 1.741 2.230
H 3.172 -1.082 0.441
H 5.155 0.224 -2.671
H 2.700 -1.158 3.729
H 4.266 2.158 -3.695
H -4.393 1.784 -3.987
H -0.252 0.479 -0.986
H -0.643 0.492 2.412
H -0.781 -3.744 -0.747
H -2.022 0.247 0.219
H 3.806 -0.417 -0.975
H 0.452 4.150 5.145
H -6.646 2.660 1.721
H -1.019 3.470 -0.905
H 4.283 -0.650 3.932
*
```

The orbital gap comes out at 9.7 eV. Its LUMO energy is 0.204 eV.

Here are the Mulliken charges for atoms 1 to 2, given in e: -0.640, -0.560

Which one is most stable, and which one is least stable? 2) is the most stable of them, while 1) is the least stable.

1) Density functional theory data (ωB97M-V with the def2-TZVPD basis set) for an isolated molecule of C3H5N3S.

Geometry as ORCA input:
```
! wB97M-V def2-TZVPD RIJCOSX def2/J DEFGRID3
* xyz 0 1
S 3.491 -0.105 -0.050
N 2.117 -0.828 0.103
N 1.254 -1.038 -0.724
N -0.583 0.245 -0.357
C 0.014 -0.887 -0.862
C -0.960 0.191 1.087
C -0.687 1.172 -1.149
H -0.994 1.219 1.555
H -1.904 -0.435 1.101
H -0.101 -0.120 1.631
H -0.557 -1.526 -1.460
H -1.093 2.111 -0.875
*
```

The orbital gap comes out at 7.2 eV. Its LUMO energy is -0.627 eV.

Here are the Mulliken charges for atoms 1 to 2, given in e: -0.160, -0.260

2) Density functional theory data (ωB97M-V with the def2-TZVPD basis set) for an isolated molecule of C3H5N3S.

Geometry as ORCA input:
```
! wB97M-V def2-TZVPD RIJCOSX def2/J DEFGRID3
* xyz 0 1
S 1.949 -0.777 0.107
N -0.396 1.293 0.016
N 0.228 -0.984 -0.375
N -3.294 -0.501 0.279
C -0.759 0.082 -0.281
C -2.162 -0.206 -0.014
C 0.923 1.887 0.020
H 1.434 2.260 1.006
H 1.522 -1.595 1.211
H 1.749 1.422 -0.582
H 0.507 2.903 -0.441
H -0.179 -1.797 -0.689
*
```

The orbital gap comes out at 9.2 eV. The SMILES is C/N=C(/C#N)NS. Its LUMO energy is -0.154 eV.

Here are the Mulliken charges for atoms 1 to 2, given in e: -0.162, -0.442

Which one is most stable, and which one is least stable? 2) is the most stable of them, while 1) is the least stable.

1) Density functional theory data (ωB97M-V with the def2-TZVPD basis set) for an isolated molecule of CH3BrO3S.

Geometry as ORCA input:
```
! wB97M-V def2-TZVPD RIJCOSX def2/J DEFGRID3
* xyz 0 1
Br 2.119 1.457 -0.018
S 0.996 -0.703 -0.063
O 0.662 -0.918 -1.433
O 1.890 -1.572 0.612
O -0.262 -0.317 0.793
C -1.259 0.423 0.099
H -1.419 -0.276 -0.715
H -0.617 1.312 -0.175
H -2.110 0.593 0.899
*
```

The orbital gap comes out at 9.8 eV. The SMILES is COS(=O)(=O)Br. Its LUMO energy is -1.083 eV.

Here are the Mulliken charges for atoms 1 to 2, given in e: -0.151, 0.942

2) Density functional theory data (ωB97M-V with the def2-TZVPD basis set) for an isolated molecule of CH3BrO3S.

Geometry as ORCA input:
```
! wB97M-V def2-TZVPD RIJCOSX def2/J DEFGRID3
* xyz 0 1
Br 3.147 -0.687 1.885
S 2.934 0.984 0.267
O -0.072 1.010 0.469
O 4.116 1.080 -0.517
O 1.879 0.283 -0.621
C 0.500 0.054 -0.316
H -0.096 -0.027 -1.216
H 0.396 -0.933 0.249
H -0.080 1.879 0.031
*
```

The orbital gap comes out at 9.8 eV. Its LUMO energy is -0.242 eV.

Here are the Mulliken charges for atoms 1 to 2, given in e: -0.231, 0.628

Which one is most stable, and which one is least stable? 2) is the most stable of them, while 1) is the least stable.